1.
ORCA calculation (the ωB97M-V functional and the def2-TZVPD basis) on a 4-piece molecular cluster, C28H33ClF10N2O13 overall in a non-equilibrium geometry.

ORCA input file:
```
! wB97M-V def2-TZVPD RIJCOSX def2/J DEFGRID3
* xyz 0 1
C 1.223 4.554 -3.034
C 1.128 4.295 -1.378
N 1.934 5.139 -0.671
C 0.077 3.170 -0.852
C 0.545 2.292 0.498
C -0.271 3.063 1.672
F -1.724 2.625 1.687
F -0.438 4.557 1.455
C 0.211 3.015 3.207
F -0.728 4.002 3.890
F -0.008 1.789 3.991
C 1.683 3.599 3.599
F 2.141 4.779 2.836
F 2.744 2.536 3.770
F 1.519 4.121 5.014
C 2.168 2.077 0.563
O 3.216 2.833 0.859
O 2.661 0.722 0.140
C 1.550 0.075 -0.574
Cl 1.862 -1.746 -0.784
C 1.866 0.564 -2.120
C 3.184 -0.286 -2.703
O 3.122 -1.134 -3.739
O 4.541 -0.097 -2.101
C 0.251 0.640 0.250
C -1.161 0.339 -0.582
C -1.896 -1.067 -0.354
C -3.503 -0.792 -0.761
C -1.462 -2.283 -1.420
N -0.124 0.123 1.592
C 0.690 -0.740 2.212
C 2.023 -0.478 3.125
C 0.240 -2.355 2.167
H 2.184 5.155 -3.326
H 1.037 3.580 -3.654
H 0.300 5.277 -3.262
H 1.772 4.898 0.323
H -0.047 2.467 -1.814
H -1.046 3.570 -0.748
H 2.091 1.715 -2.217
H 0.977 0.258 -2.853
H 4.587 -0.535 -1.200
H -0.888 0.423 -1.742
H -1.966 1.205 -0.418
H -1.965 -1.502 0.724
H -4.160 -1.757 -0.650
H -3.454 -0.490 -1.915
H -3.917 0.153 -0.204
H -2.445 -2.937 -1.594
H -0.669 -3.019 -0.975
H -1.134 -1.844 -2.468
H 2.590 -1.506 3.345
H 2.825 0.235 2.673
H 1.726 -0.074 4.209
H -0.042 -2.714 1.090
H 1.053 -3.047 2.694
H -0.730 -2.437 2.845
C 1.912 -6.924 -1.668
C 3.302 -6.627 -1.220
O 3.208 -5.324 -0.693
C 1.929 -5.218 -0.235
O 1.544 -4.347 0.528
O 1.129 -6.212 -0.730
F 4.152 -6.601 -2.272
H 1.701 -6.549 -2.675
H 1.684 -7.993 -1.637
H 3.681 -7.309 -0.451
C -1.682 -2.725 -6.671
C -0.292 -2.428 -6.224
O -0.386 -1.125 -5.696
C -1.666 -1.019 -5.239
O -2.050 -0.148 -4.476
O -2.465 -2.013 -5.733
F 0.558 -2.402 -7.275
H -1.893 -2.350 -7.678
H -1.910 -3.794 -6.640
H 0.087 -3.110 -5.455
C -3.099 2.725 6.415
C -4.329 3.564 6.491
O -5.206 2.948 5.576
C -4.849 1.633 5.573
O -5.542 0.737 5.122
O -3.622 1.440 6.146
F -4.081 4.822 6.063
H -2.433 3.024 5.599
H -2.533 2.731 7.350
H -4.792 3.593 7.483
*
```

As for the energy above the lowest of the compared OMol25 structures with the same formula, charge and spin: 1231.1 kJ/mol. As for the LUMO energy: -0.024 hartree. The frontier orbital gap is 7.67 eV.

These are the Mulliken partial charges, in e, on atoms 1 to 8: -0.98, 0.41, -0.78, -0.23, 1.81, 0.60, -0.33, -0.35

2.
ORCA calculation (the ωB97M-V functional and the def2-TZVPD basis) on C2H6BrN as an isolated structure in a non-equilibrium geometry.

ORCA input file:
```
! wB97M-V def2-TZVPD RIJCOSX def2/J DEFGRID3
* xyz 0 1
C 0.114 1.207 -0.129
C 0.121 -1.162 -0.087
N 0.613 0.030 -0.711
Br 2.971 -0.053 -0.243
H 0.156 2.037 -0.846
H -0.995 0.965 -0.009
H 0.536 1.557 0.864
H 0.686 -1.916 -0.526
H 0.597 -1.121 0.908
H -0.961 -1.072 -0.165
*
```

As for the energy above the lowest of the compared OMol25 structures with the same formula, charge and spin: 174.7 kJ/mol. As for the LUMO energy (spin up / spin down): -0.048 / -0.065 hartree. The frontier orbital gap (spin up / spin down) is 8.23 / 8.03 eV.

These are the Mulliken partial charges, in e, on atoms 1 to 8: -0.61, -0.69, -0.33, -0.18, 0.27, 0.31, 0.24, 0.31

3.
ORCA calculation (the ωB97M-V functional and the def2-TZVPD basis) on C6H20O7Rb as an isolated structure in a non-equilibrium geometry.

ORCA input file:
```
! wB97M-V def2-TZVPD RIJCOSX def2/J DEFGRID3
* xyz 2 2
Rb -1.014 0.696 0.216
O -1.525 3.493 0.119
H -1.140 4.324 0.397
H -2.095 3.726 -0.613
C -2.646 -1.852 -4.273
C -2.402 -1.514 -2.811
O -2.720 -0.154 -2.386
O -1.652 -1.135 -4.967
H -3.660 -1.643 -4.614
H -2.489 -2.907 -4.495
H -1.360 -1.761 -2.609
H -3.081 -2.127 -2.219
H -1.940 0.381 -2.549
H -0.868 -1.660 -5.147
C 1.420 2.881 2.554
C 2.235 2.745 1.193
O 1.618 1.787 0.296
O 1.342 1.663 3.302
H 0.381 3.197 2.455
H 1.927 3.679 3.096
H 3.084 2.211 1.621
H 2.512 3.728 0.815
H 2.314 1.657 -0.353
H 0.714 1.791 4.016
C 1.337 -1.720 1.422
C 0.966 -2.622 2.601
O 1.106 -3.995 2.359
O 0.526 -1.686 0.229
H 2.285 -2.124 1.066
H 1.458 -0.696 1.777
H -0.043 -2.469 2.982
H 1.544 -2.221 3.433
H 0.681 -4.201 1.523
H 1.185 -1.472 -0.436
*
```

As for the energy above the lowest of the compared OMol25 structures with the same formula, charge and spin: 0.0 kJ/mol. As for the LUMO energy (spin up / spin down): -0.248 / -0.478 hartree. The frontier orbital gap (spin up / spin down) is 8.29 / 2.01 eV.

These are the Mulliken partial charges, in e, on atoms 1 to 8: 0.86, -0.50, 0.28, 0.28, -0.26, -0.14, -0.35, -0.23

4.
ORCA calculation (the ωB97M-V functional and the def2-TZVPD basis) on C19H28F5O3PbTe as an isolated structure in a non-equilibrium geometry.

ORCA input file:
```
! wB97M-V def2-TZVPD RIJCOSX def2/J DEFGRID3
* xyz 1 1
O 0.166 -0.728 -0.022
C 0.406 -0.374 -1.411
C 0.366 -1.821 -1.896
H 1.356 0.144 -1.523
H -0.415 0.267 -1.777
C 0.221 -2.136 -0.374
H 1.292 -2.150 -2.382
H -0.525 -2.029 -2.517
C 1.433 -2.733 0.330
H 2.330 -2.182 0.030
H 1.544 -3.785 0.072
H 1.358 -2.651 1.432
C -1.093 -2.807 -0.038
H -1.891 -2.367 -0.627
H -1.382 -2.677 1.002
H -1.068 -3.873 -0.245
Pb -0.438 3.195 0.762
C -4.007 0.722 1.651
C -3.825 1.980 1.002
C -3.357 1.722 -0.313
H -4.029 2.972 1.409
C -3.172 0.321 -0.455
C -3.590 -0.294 0.754
H -3.633 -1.363 0.955
H -4.414 0.559 2.650
H -3.260 2.467 -1.109
H -2.804 -0.173 -1.339
C -1.484 0.243 4.268
C -1.792 -1.062 3.780
C -0.706 -1.475 2.953
H -2.690 -1.656 4.014
C 0.253 -0.423 2.881
C -0.227 0.639 3.696
H 0.273 1.603 3.881
H -2.073 0.835 4.967
H -0.590 -2.463 2.524
H 1.196 -0.438 2.319
O 3.076 -0.440 -2.959
C 3.296 -1.703 -3.674
C 4.330 -1.549 -4.792
H 2.355 -1.999 -4.180
H 3.605 -2.504 -2.974
C 4.432 -0.002 -4.946
H 3.995 -2.004 -5.724
H 5.272 -2.037 -4.521
C 3.693 0.598 -3.725
H 3.935 0.315 -5.876
H 5.477 0.310 -5.015
H 2.883 1.264 -4.082
H 4.442 1.156 -3.137
F -0.607 3.990 5.120
Te -1.464 4.689 3.533
F -0.920 6.486 3.856
F -3.142 4.966 4.485
F -2.122 2.903 2.941
F -2.353 5.203 1.880
O 0.090 4.344 2.484
*
```

As for the LUMO energy (spin up / spin down): -0.226 / -0.226 hartree. The frontier orbital gap (spin up / spin down) is 4.62 / 4.70 eV.

These are the Mulliken partial charges, in e, on atoms 1 to 8: -0.41, -0.23, -0.54, 0.15, 0.20, 1.59, -0.08, 0.31

5.
ORCA calculation (the ωB97M-V functional and the def2-TZVPD basis) on a 2-piece molecular cluster, C23H50FN5O3PS overall in a non-equilibrium geometry.

ORCA input file:
```
! wB97M-V def2-TZVPD RIJCOSX def2/J DEFGRID3
* xyz 1 1
C 3.380 -3.098 1.010
C 4.851 -2.503 1.517
C 5.680 -1.772 0.278
C 4.843 -0.504 -0.368
C 5.380 0.969 0.180
C 4.234 2.118 -0.112
C 4.119 3.029 1.246
C 2.604 3.608 1.556
C 1.502 2.388 1.804
C 0.063 3.052 2.336
C -1.098 1.849 2.397
C -2.126 1.914 1.130
C -1.519 1.077 -0.139
N -2.353 1.118 -1.400
C -3.822 0.855 -1.083
P -4.771 1.176 -2.739
C -6.540 1.805 -2.373
C -4.797 -0.548 -3.629
C -5.711 -1.645 -2.816
C -4.333 1.811 0.152
N -3.586 1.547 1.477
S -4.107 2.867 2.539
C -3.741 0.176 2.033
C -5.216 -0.385 2.397
N -4.978 -1.824 2.916
N -5.900 0.299 3.597
N -6.189 -0.560 1.256
H 3.530 -3.412 -0.118
H 2.602 -2.193 0.980
H 3.007 -3.976 1.690
H 5.456 -3.435 1.903
H 4.747 -1.728 2.393
H 6.747 -1.445 0.696
H 5.821 -2.566 -0.586
H 4.993 -0.517 -1.529
H 3.697 -0.557 -0.137
H 5.665 0.849 1.316
H 6.357 1.296 -0.408
H 4.579 2.822 -1.008
H 3.239 1.577 -0.416
H 4.809 3.976 1.093
H 4.451 2.452 2.232
H 2.181 4.239 0.660
H 2.578 4.306 2.517
H 1.861 1.589 2.589
H 1.391 1.842 0.770
H 0.277 3.416 3.440
H -0.257 3.962 1.671
H -0.474 0.839 2.271
H -1.595 1.783 3.454
H -2.155 3.057 0.787
H -0.438 1.515 -0.391
H -1.362 -0.046 0.221
H -2.214 2.025 -1.897
H -3.951 -0.287 -0.854
H -7.210 0.963 -1.911
H -6.412 2.748 -1.652
H -6.993 2.170 -3.411
H -5.222 -0.380 -4.707
H -3.695 -0.986 -3.686
H -5.505 -2.712 -3.308
H -6.872 -1.460 -2.970
H -5.422 -1.761 -1.678
H -4.096 2.931 -0.189
H -5.517 1.803 0.305
H -5.533 2.734 2.509
H -3.077 0.011 3.013
H -3.271 -0.585 1.241
H -5.370 -1.930 3.880
H -5.544 -2.495 2.315
H -6.755 -0.245 3.892
H -5.222 0.205 4.412
H -6.870 0.251 1.208
H -5.725 -0.726 0.336
C 6.875 -4.840 -4.252
C 8.179 -4.364 -3.709
O 7.991 -2.974 -3.572
C 6.657 -2.817 -3.346
O 6.152 -1.797 -2.908
O 5.953 -3.947 -3.662
F 9.177 -4.573 -4.598
H 6.814 -4.757 -5.342
H 6.658 -5.873 -3.967
H 8.447 -4.797 -2.739
*
```

As for the LUMO energy: -0.098 hartree. The frontier orbital gap is 8.24 eV.

These are the Mulliken partial charges, in e, on atoms 1 to 8: -0.61, -0.49, -0.28, -0.04, -0.66, -0.24, -0.61, -0.69

6.
ORCA calculation (the ωB97M-V functional and the def2-TZVPD basis) on C2H3N2O5S2 as an isolated structure in a non-equilibrium geometry.

ORCA input file:
```
! wB97M-V def2-TZVPD RIJCOSX def2/J DEFGRID3
* xyz -1 1
C 0.098 -1.618 0.278
C -1.263 1.055 -1.033
N 0.909 -1.082 -0.614
N -0.441 -0.689 1.209
O -0.269 -2.779 0.317
O 2.876 0.071 0.407
O 1.931 0.897 -1.663
O 0.754 1.323 0.501
O -1.493 1.546 1.514
S 1.715 0.247 -0.411
S -0.732 0.839 0.522
H -0.608 0.522 -1.702
H -2.290 0.728 -1.103
H -1.187 -1.060 1.778
*
```

As for the energy above the lowest of the compared OMol25 structures with the same formula, charge and spin: 0.0 kJ/mol. As for the LUMO energy: 0.123 hartree. The frontier orbital gap is 8.57 eV.

These are the Mulliken partial charges, in e, on atoms 1 to 8: 0.58, -0.78, -0.48, -0.30, -0.67, -0.69, -0.60, -0.33

no.,DFT total energy (hartree)
1,-3632.698758
2,-2708.465050
3,-790.640229
4,-1926.204380
5,-2244.676095
6,-1360.102678